#A
{
  "formula": "CHCl2NS",
  "method": "ωB97M-V/def2-TZVPD",
  "symbols": ["C", "N", "S", "Cl", "Cl", "H"],
  "coordinates": [[-0.95254, -1.50903, -1.32360], [0.02493, -0.95543, -1.53760], [2.69332, 1.74465, -1.42502], [-2.32404, -2.16190, -0.81562], [1.12159, 1.23909, -0.21295], [0.44810, -0.01049, -0.92230]],
  "lowdin_charge": [-0.668, 0.142, -0.249, 0.886, 0.028, -0.138],
  "homo_lumo_gap_ev": 6.1,
  "e_lumo_ev": -1.08
}

***

#B
{
  "formula": "CHCl2NS",
  "method": "ωB97M-V/def2-TZVPD",
  "symbols": ["C", "N", "S", "Cl", "Cl", "H"],
  "coordinates": [[-0.21795, -1.31396, -0.98416], [-0.60102, -0.58331, -0.11467], [2.61594, -0.43297, -0.90692], [-0.13505, -2.62230, -1.94357], [1.71298, 0.91942, 0.32228], [0.01732, 0.35794, 0.28101]],
  "lowdin_charge": [-0.768, 0.065, -0.104, 0.805, 0.022, -0.020],
  "homo_lumo_gap_ev": 7.2,
  "e_lumo_ev": -0.87
}

***

Stability check: which of them is most stable? #B.

***

#A
{
  "formula": "C4H16N2O2",
  "method": "ωB97M-V/def2-TZVPD",
  "symbols": ["N", "C", "C", "C", "N", "C", "H", "H", "H", "H", "H", "H", "H", "H", "H", "H", "H", "H", "H", "H", "O", "H", "H", "O"],
  "coordinates": [[1.25971, -1.12387, -0.02064], [0.36323, -1.15297, 1.12533], [-0.10296, -2.63231, 1.16458], [-0.86471, -0.14405, 0.63376], [-0.67100, 1.20839, 1.18222], [-1.55484, 2.26231, 0.53856], [1.63903, -2.01865, -0.20282], [2.11933, -0.56482, 0.16823], [0.62272, -0.79877, 2.10019], [0.68825, -3.44841, 1.06107], [-0.49668, -2.63362, 0.17264], [-0.67860, -2.74321, 2.14772], [-1.83021, -0.62542, 0.98246], [-0.82089, -0.10428, -0.42268], [-0.63668, 1.31126, 2.23716], [-2.62699, 2.18146, 0.92578], [-1.05000, 3.23769, 0.96453], [-1.45661, 2.20761, -0.56392], [1.08088, -1.01516, -3.57500], [1.10459, -0.29327, -2.10160], [1.61658, -0.40099, -2.98122], [0.61529, 1.90645, -2.45201], [1.10200, 2.72384, -1.13053], [0.57855, 2.66081, -1.95378]],
  "mulliken_spin": [0.054, 0.041, 0.002, 0.030, 0.752, 0.005, 0.000, 0.002, -0.005, 0.000, 0.000, 0.000, 0.065, 0.011, -0.021, 0.047, 0.010, 0.006, 0.000, -0.001, 0.001, 0.000, 0.000, 0.001],
  "homo_lumo_gap_ev": [10.9, 6.0],
  "multiplicity": 2,
  "total_charge": 1,
  "e_lumo_ev": [-3.25, -8.03]
}

***

#B
{
  "formula": "C4H16N2O2",
  "method": "ωB97M-V/def2-TZVPD",
  "symbols": ["N", "C", "C", "C", "N", "C", "H", "H", "H", "H", "H", "H", "H", "H", "H", "H", "H", "H", "H", "H", "O", "H", "H", "O"],
  "coordinates": [[0.96145, 1.35959, 0.39476], [1.23328, -0.02724, 0.77904], [2.79096, -0.47686, 0.70276], [0.55970, -1.00367, -0.25590], [-0.51267, -1.57545, 0.66194], [-1.67147, -2.15783, -0.12199], [1.42411, 1.67801, -0.47848], [0.80325, 2.10388, 1.11763], [0.92221, -0.33119, 1.78033], [3.34750, -0.13214, 1.60722], [3.22776, -0.00184, -0.08420], [2.66956, -1.55459, 0.82770], [1.18310, -1.82741, -0.70550], [0.18512, -0.40427, -1.06383], [-0.11528, -2.37085, 1.16621], [-1.45608, -3.15554, -0.50641], [-2.59452, -2.20451, 0.54744], [-1.86684, -1.46170, -0.94355], [-0.32854, 3.22052, -1.77274], [-0.92038, 2.36886, -0.68909], [-0.98110, 3.24886, -1.13381], [-2.84517, 2.35470, -0.73797], [-2.79695, 0.87160, -0.28518], [-3.21898, 1.47908, -0.80640]],
  "mulliken_spin": [0.444, 0.017, 0.146, 0.067, 0.289, 0.022, -0.009, -0.009, 0.002, -0.003, 0.005, 0.002, 0.021, -0.010, -0.004, 0.016, 0.000, 0.000, -0.001, -0.003, 0.005, 0.000, 0.001, 0.001],
  "homo_lumo_gap_ev": [11.1, 5.3],
  "multiplicity": 2,
  "total_charge": 1,
  "e_lumo_ev": [-3.14, -8.47]
}

***

Stability check: which of them is most stable? #A.

***

#A
{
  "formula": "C5H26O9",
  "method": "ωB97M-V/def2-TZVPD",
  "symbols": ["C", "C", "C", "C", "C", "O", "H", "H", "H", "H", "H", "H", "H", "H", "H", "H", "O", "H", "H", "O", "H", "H", "O", "H", "H", "O", "H", "H", "O", "H", "H", "O", "H", "H", "O", "H", "H", "O", "H", "H"],
  "coordinates": [[-2.47370, 0.44991, -0.47317], [-1.48095, -0.07089, -1.59556], [-0.15864, 0.28772, -0.93221], [1.05640, 0.55932, -1.51021], [2.21985, 0.50662, -0.59466], [2.13736, -0.58805, 0.30037], [-2.23388, 1.52186, -0.24464], [-2.52497, -0.31961, 0.34159], [-3.43801, 0.33445, -1.21867], [-1.75920, 0.22954, -2.59107], [-1.65445, -1.26543, -1.69686], [-0.28563, 0.52479, 0.07367], [1.32357, 0.46787, -2.52469], [2.57710, 1.41953, 0.01077], [3.24098, 0.51500, -1.10458], [2.67066, -1.30408, -0.15099], [-0.79153, 3.05079, -1.53276], [-0.29104, 3.77410, -1.04097], [-1.66571, 2.96074, -1.02010], [-0.52728, 3.14206, 1.43079], [0.09412, 3.73404, 1.45171], [-0.45994, 2.92390, 2.45604], [2.18500, -3.19308, -1.11209], [1.57456, -3.83148, -0.75632], [1.53734, -2.79517, -1.79044], [-1.24916, -2.75968, -0.09736], [-0.58007, -2.08422, 0.37882], [-1.23225, -3.64354, 0.22166], [-2.11518, 1.59001, 2.02503], [-2.30498, 2.49867, 2.11090], [-1.29224, 1.60763, 2.54843], [0.97258, 0.47037, 2.86643], [0.79208, -0.14142, 2.12069], [1.42330, 1.33493, 2.52290], [0.36419, -2.28998, -2.66732], [0.53630, -1.48382, -2.15896], [-0.54809, -2.62081, -2.60072], [1.07792, -1.93942, 2.92473], [1.40068, -1.01043, 2.92493], [1.88289, -2.56275, 2.70492]],
  "lowdin_charge": [-0.120, -0.243, -0.130, -0.075, -0.292, -0.119, 0.035, 0.078, 0.124, 0.097, 0.114, 0.071, 0.102, 0.124, 0.129, 0.095, -0.097, 0.065, 0.057, -0.035, -0.048, 0.127, -0.100, 0.016, -0.006, -0.091, 0.122, 0.019, -0.072, 0.014, 0.019, -0.087, 0.027, 0.122, -0.052, 0.006, 0.071, -0.128, -0.048, 0.107],
  "homo_lumo_gap_ev": 8.7,
  "smiles": "CC/C=C/CO.O.O.O.O.O.O.O.O",
  "e_lumo_ev": -0.30
}

***

#B
{
  "formula": "C5H26O9",
  "method": "ωB97M-V/def2-TZVPD",
  "symbols": ["C", "C", "C", "C", "C", "O", "H", "H", "H", "H", "H", "H", "H", "H", "H", "H", "O", "H", "H", "O", "H", "H", "O", "H", "H", "O", "H", "H", "O", "H", "H", "O", "H", "H", "O", "H", "H", "O", "H", "H"],
  "coordinates": [[2.70019, -0.23321, -1.21772], [1.54252, -0.85136, -1.41998], [0.25373, -0.16933, -1.00364], [0.21480, 1.17321, -1.78814], [0.38331, 2.38526, -0.80628], [0.95809, 1.95521, 0.41854], [3.68263, -0.64579, -1.51990], [2.84951, 0.59223, -0.57094], [1.42724, -1.80543, -1.92321], [0.21706, -0.03430, 0.11664], [-0.58119, -0.90269, -1.19969], [0.78784, 0.98412, -2.69096], [-0.80915, 1.26353, -2.19407], [-0.49943, 3.04807, -0.74278], [1.18600, 3.13116, -1.23185], [0.48645, 2.13517, 1.26306], [-0.08378, -4.23226, -0.05260], [0.45678, -3.47573, 0.17047], [-1.02537, -4.21075, 0.08963], [-2.84622, -0.58919, 1.38803], [-2.35076, -1.36672, 1.12216], [-3.77756, -0.88386, 1.46394], [-1.15480, -1.30857, -3.38483], [-0.49213, -0.72562, -3.86277], [-0.59279, -2.10739, -3.27766], [0.98276, 0.84011, 2.86538], [0.05902, 0.56590, 2.71990], [0.90043, 1.49260, 3.55373], [-1.50442, 2.28777, 1.46288], [-1.95195, 1.60910, 0.97404], [-2.00843, 3.10710, 1.54385], [-3.24481, 1.44877, -1.87624], [-3.19554, 2.40971, -1.90170], [-2.47393, 1.15040, -2.34496], [0.12602, -1.83115, 2.13720], [0.83490, -1.50427, 2.74272], [0.09298, -1.21589, 1.39108], [3.12552, -0.45367, 2.08227], [2.39151, 0.23022, 2.05869], [3.03422, -1.09934, 1.39572]],
  "lowdin_charge": [0.003, -0.182, -0.221, -0.154, -0.230, -0.150, 0.073, 0.049, 0.091, 0.086, 0.099, 0.102, 0.060, 0.100, 0.137, 0.056, -0.053, 0.004, 0.026, -0.052, 0.019, 0.064, -0.084, 0.073, 0.052, -0.049, 0.061, 0.077, -0.036, 0.018, 0.070, -0.043, 0.039, -0.014, -0.060, 0.054, -0.013, -0.086, 0.013, 0.000],
  "homo_lumo_gap_ev": 9.7,
  "smiles": "C=CCCCO.O.O.O.O.O.O.O.O",
  "e_lumo_ev": 0.14
}

***

Stability check: which of them is most stable? #B.

***

#A
{
  "formula": "C4H10NO2",
  "method": "ωB97M-V/def2-TZVPD",
  "symbols": ["C", "C", "C", "O", "N", "C", "O", "H", "H", "H", "H", "H", "H", "H", "H", "H", "H"],
  "coordinates": [[0.93458, 0.83960, 0.14874], [0.45406, -0.57771, 0.79172], [-0.57941, -1.21382, 0.04093], [-3.30445, -0.84622, -0.61172], [0.33760, 2.01275, 0.83868], [-0.73452, 1.52460, 0.22774], [3.04784, -1.04717, -0.85633], [1.05924, 0.46386, -0.94449], [1.99481, 0.84824, 0.51624], [1.03717, -0.89424, 1.64305], [0.63566, -1.37357, -0.14829], [-4.20564, -0.70508, -0.53331], [-1.01020, -2.19512, 0.28500], [-1.26108, -0.71278, -0.64622], [-1.57907, 1.14546, 0.73284], [-1.10593, 2.10133, -0.71943], [3.67654, -1.05629, -1.56657]],
  "mulliken_spin": [0.011, 0.000, 0.002, 0.000, 0.011, -0.002, 1.009, -0.010, -0.002, -0.001, 0.000, 0.000, 0.000, 0.001, 0.000, 0.000, -0.019],
  "homo_lumo_gap_ev": [5.5, 3.1],
  "multiplicity": 2,
  "e_lumo_ev": [-1.31, -3.67]
}

***

#B
{
  "formula": "C4H10NO2",
  "method": "ωB97M-V/def2-TZVPD",
  "symbols": ["O", "C", "C", "N", "C", "C", "O", "H", "H", "H", "H", "H", "H", "H", "H", "H", "H"],
  "coordinates": [[0.01029, 1.15845, -0.70778], [0.51805, 1.28931, 0.61964], [0.28088, 0.02590, 1.32151], [-0.27467, -0.97510, 0.47150], [0.03873, -1.17334, -0.96881], [-1.01405, -2.07902, -1.61938], [0.78672, 2.29660, 1.21721], [0.16986, 2.04223, -1.08658], [-0.46757, 0.15446, 2.21973], [1.29153, -0.14810, 1.89911], [-1.31523, -0.76752, 0.47892], [0.00745, -1.97512, 0.85767], [-0.13213, -0.24086, -1.74076], [1.21121, -1.32715, -0.93199], [-1.53484, -1.49165, -2.34703], [-0.82531, -3.13974, -2.02153], [-1.79999, -2.29834, -0.82128]],
  "mulliken_spin": [-0.057, 0.580, 0.279, 0.105, -0.019, 0.036, 0.061, 0.029, 0.030, 0.121, -0.138, -0.002, 0.005, -0.033, 0.005, 0.001, -0.004],
  "homo_lumo_gap_ev": [3.7, 9.3],
  "multiplicity": 2,
  "e_lumo_ev": [0.21, 0.13]
}

***

Stability check: which of them is most stable? #B.

***

#A
{
  "formula": "C6H7F3N2",
  "method": "ωB97M-V/def2-TZVPD",
  "symbols": ["C", "C", "C", "C", "C", "C", "N", "N", "F", "F", "F", "H", "H", "H", "H", "H", "H", "H"],
  "coordinates": [[2.47969, 0.63066, 0.17213], [2.37934, -0.73727, 0.09116], [1.10067, -1.28979, 0.40104], [1.34532, 1.35055, 0.03741], [-1.01531, 1.34853, -0.47663], [0.45675, -2.12619, -0.73998], [0.13511, -0.32234, 0.95055], [0.14188, 0.89085, 0.27222], [1.35859, 2.58284, -0.40624], [1.46825, -3.00702, -1.24051], [0.02667, -1.35778, -1.79105], [3.30597, 1.20964, -0.06823], [1.00512, -2.01493, 1.30706], [-1.38978, 2.42111, -0.36052], [-0.85211, 1.10388, -1.45596], [-1.85049, 0.83530, -0.09843], [-0.36700, -2.68325, -0.39027], [-0.78190, -0.67364, 1.05476]],
  "lowdin_charge": [-0.071, 0.042, -0.311, -0.328, 0.012, -0.279, 0.050, -0.084, 0.159, -0.002, 0.049, 0.079, 0.183, 0.129, 0.061, 0.072, 0.130, 0.108],
  "homo_lumo_gap_ev": 7.8,
  "e_lumo_ev": 0.19
}

***

#B
{
  "formula": "C6H7F3N2",
  "method": "ωB97M-V/def2-TZVPD",
  "symbols": ["C", "N", "N", "C", "C", "F", "F", "C", "C", "F", "C", "H", "H", "H", "H", "H", "H", "H"],
  "coordinates": [[-0.77050, -2.41017, 0.06290], [-0.01434, -1.23446, -0.45695], [-0.23594, -0.31768, 0.69750], [-0.49321, 1.02179, 0.27477], [0.38553, 1.93525, 1.16370], [0.06167, 1.60128, 2.45557], [0.12285, 3.25425, 0.80671], [0.01316, 0.98016, -1.08934], [1.09787, 0.59133, -1.60809], [2.37870, 1.05348, -1.67395], [0.00038, -0.36605, -1.63888], [-0.59954, -3.22606, -0.63479], [-0.04051, -2.71323, 0.82472], [-1.77672, -2.29129, 0.49846], [0.64525, -0.23646, 1.31778], [-1.55423, 1.25432, 0.49073], [1.47642, 1.68435, 0.92635], [-0.69683, -0.58079, -2.41718]],
  "lowdin_charge": [-0.076, -0.112, -0.001, -0.249, -0.304, 0.054, 0.046, -0.040, -0.116, 0.078, -0.134, 0.070, 0.075, 0.084, 0.152, 0.163, 0.181, 0.129],
  "homo_lumo_gap_ev": 9.3,
  "smiles": "CN1N[C@@H](C(F)F)C2=C(F)[C@H]21",
  "e_lumo_ev": 0.78
}

***

Stability check: which of them is most stable? #A.

***

#A
{
  "formula": "C2H9OS",
  "method": "ωB97M-V/def2-TZVPD",
  "symbols": ["O", "H", "H", "H", "C", "C", "S", "H", "H", "H", "H", "H", "H"],
  "coordinates": [[2.08170, -0.38227, 1.47642], [2.39798, 0.51184, 1.47373], [0.19172, 4.79342, -0.53263], [2.72500, -0.87414, 2.00487], [-1.97384, -0.83701, -0.80283], [-0.67855, -1.15985, -0.18750], [0.66923, -1.42258, -1.09305], [-2.85520, -0.83635, -0.17573], [-1.87393, 0.17679, -1.23557], [-2.15710, -1.38473, -1.72931], [0.66756, 4.58023, -0.01901], [-0.51933, -1.17731, 0.88693], [1.32476, -1.98803, -0.06633]],
  "lowdin_charge": [-0.073, 0.046, 0.003, 0.066, -0.098, -0.406, 1.090, 0.102, 0.126, 0.104, -0.002, 0.095, -0.053],
  "homo_lumo_gap_ev": 9.5,
  "total_charge": 1,
  "e_lumo_ev": -6.32
}

***

#B
{
  "formula": "C2H9OS",
  "method": "ωB97M-V/def2-TZVPD",
  "symbols": ["O", "H", "H", "H", "C", "S", "C", "H", "H", "H", "H", "H", "H"],
  "coordinates": [[-0.05777, 1.96341, -1.97875], [-0.79747, 2.12115, -2.57645], [0.42071, 2.79826, -1.92472], [0.66422, 0.50963, -0.81857], [1.25584, -1.55412, 1.31777], [0.51065, -0.12926, 0.39134], [-1.32094, -0.11735, 0.31585], [2.23329, -1.13805, 1.56153], [0.59766, -1.63435, 2.16352], [1.39943, -2.40524, 0.66478], [-1.59923, -0.35940, -0.69662], [-1.65845, 0.86713, 0.60487], [-1.64795, -0.92179, 0.97545]],
  "lowdin_charge": [-0.057, 0.070, 0.069, 0.000, -0.194, 1.011, -0.256, 0.059, 0.064, 0.062, 0.051, 0.059, 0.061],
  "homo_lumo_gap_ev": 11.2,
  "total_charge": 1,
  "e_lumo_ev": -4.11
}

***

Stability check: which of them is most stable? #B.